78
Properties=species:S:1:pos:R:3:forces:R:3:lowdin_charge:R:1 method="wB97M-V/def2-TZVPD" homo_lumo_gap_ev=3.37 e_above_lowest_kj_mol=743.0 fmax_ev_per_a=6.65 spin_multiplicity=1 total_charge=0
Cu 1.7410 4.7252 -18.0123 0.20 0.00 0.51 0.674
C 4.1480 5.6130 -13.1154 -0.22 -0.81 -2.04 -0.373
O 3.7061 5.5661 -14.4553 0.07 0.38 0.93 -0.401
H 4.7321 6.5176 -12.9459 0.06 0.55 0.19 0.043
H 3.3786 5.5293 -12.3478 -0.50 0.25 0.17 0.037
H 4.8409 4.7948 -12.9193 0.40 -0.41 0.25 0.030
C 0.4437 -0.3770 -23.6617 -0.14 0.14 1.02 -0.232
C 1.6298 0.5924 -23.7604 0.10 0.46 -1.23 -0.225
C 1.1433 2.0569 -23.8091 -0.40 -0.76 0.33 -0.216
S -0.3953 2.0396 -22.8063 -1.13 1.04 -0.06 0.756
O -1.5198 2.5088 -23.6803 2.23 -1.36 1.97 -0.368
O -0.1304 2.7204 -21.5258 -0.48 -0.88 -1.46 -0.382
C -0.4332 0.1425 -22.5279 -0.31 0.85 -0.37 -0.193
H 0.7212 -1.3831 -23.3470 0.37 -0.05 -0.41 0.114
H -0.0354 -0.4318 -24.6392 -0.29 0.05 0.17 0.118
H 2.0252 0.4190 -24.7612 0.81 -0.17 0.30 0.109
H 2.3969 0.5461 -22.9875 -0.15 -0.61 -0.05 0.118
H 0.9276 2.3781 -24.8281 -0.38 -0.01 0.20 0.101
H 1.8924 2.7233 -23.3815 -0.40 0.08 0.21 0.103
H -1.4468 -0.2469 -22.4319 -0.21 0.45 -0.67 0.098
H 0.0006 -0.1647 -21.5763 0.43 0.83 0.12 0.100
C 8.2360 -0.5728 -18.9819 -0.36 -0.82 0.19 -0.209
C 8.2308 0.2599 -17.6602 -1.92 -0.33 -0.91 -0.205
C 7.8875 1.6888 -18.1325 0.59 0.05 0.65 -0.220
S 6.7463 1.5781 -19.5622 -1.00 -1.36 0.26 0.684
O 7.3064 2.3003 -20.6607 0.20 0.84 -0.52 -0.335
O 5.3357 1.7911 -19.1805 2.22 -0.19 -0.18 -0.354
C 7.0081 -0.2226 -19.9124 0.81 1.12 1.29 -0.182
H 8.2555 -1.6403 -18.7621 -0.44 -0.10 0.20 0.101
H 9.2224 -0.4747 -19.4354 -0.24 0.65 -0.62 0.108
H 9.1480 0.0914 -17.0958 0.09 0.59 -0.23 0.113
H 7.4172 -0.0687 -17.0135 -0.05 -0.29 0.01 0.108
H 8.8609 2.1178 -18.3707 -0.40 0.49 -0.81 0.103
H 7.3890 2.3640 -17.4370 0.02 -0.30 0.26 0.101
H 7.1843 -0.3438 -20.9812 0.10 0.14 0.17 0.095
H 6.0403 -0.6444 -19.6412 0.33 -0.46 0.24 0.091
C 0.8254 -1.7893 -12.3043 0.36 0.60 -0.48 -0.230
C 1.9364 -0.7078 -12.1418 0.68 -0.39 -0.04 -0.205
C 2.6559 -0.4990 -13.5237 -1.55 -0.31 -0.13 -0.178
S 1.2984 -0.6912 -14.8262 -0.62 -0.36 0.86 0.744
O 1.7775 -1.7001 -15.7919 -0.79 1.52 1.03 -0.377
O 0.7279 0.6036 -15.2496 1.07 -1.96 0.41 -0.367
C 0.0550 -1.5042 -13.5992 0.89 0.36 -0.15 -0.193
H 0.1348 -1.7708 -11.4612 0.05 0.09 0.02 0.109
H 1.2744 -2.7825 -12.3104 0.11 0.03 -0.17 0.109
H 2.6267 -1.0828 -11.3861 0.46 -0.26 -0.32 0.101
H 1.6185 0.1941 -11.6187 -0.52 0.32 -0.80 0.110
H 3.3017 -1.3409 -13.7733 0.04 0.05 0.16 0.087
H 3.1641 0.4403 -13.7418 -0.18 0.03 0.36 0.098
H -0.3590 -2.4105 -14.0413 0.02 0.27 -0.23 0.093
H -0.7099 -0.7672 -13.3545 -0.01 0.06 -0.58 0.094
C 5.4772 10.6426 -23.6514 -1.03 0.70 -1.53 -0.260
C 6.7821 10.0904 -23.2113 2.14 -0.33 -0.28 -0.228
C 6.6371 8.7147 -22.5159 -0.41 -0.28 -0.04 -0.184
S 4.9220 8.1065 -22.8429 -0.29 1.44 -1.18 0.720
O 4.3589 7.5447 -21.6209 0.42 0.11 -1.24 -0.347
O 4.8268 7.4430 -24.1547 0.36 0.37 1.93 -0.343
C 4.3452 9.8392 -23.0834 -0.38 -0.16 1.72 -0.224
H 5.4137 10.6604 -24.7394 -0.03 -0.18 -0.09 0.116
H 5.4859 11.6947 -23.3668 -0.72 -0.03 0.16 0.118
H 7.3184 10.8727 -22.6743 -0.27 -0.51 1.31 0.111
H 7.4623 10.1556 -24.0605 -0.07 -1.17 -0.40 0.113
H 6.7113 8.8007 -21.4318 -0.10 -0.05 -0.05 0.099
H 7.2424 7.8631 -22.8265 0.38 0.41 -0.23 0.099
H 4.2654 10.1420 -22.0393 -0.32 0.00 0.25 0.099
H 3.3482 9.9497 -23.5100 0.27 -0.33 -0.32 0.111
O -1.3646 7.7020 -15.9878 -0.68 3.31 1.50 0.049
C -1.4245 8.8468 -15.4724 3.65 -4.94 -2.54 -0.493
O -2.5143 9.4289 -15.1436 -3.19 0.79 0.86 0.070
C -2.3450 10.7405 -14.6290 1.94 1.55 -0.96 -0.117
C -0.8425 11.0378 -14.9745 0.17 0.88 0.50 -0.160
C -0.1954 9.6900 -15.1662 -0.80 0.09 0.97 -0.078
H -2.5941 10.8956 -13.5792 0.13 -0.87 0.10 0.124
H -2.9213 11.4985 -15.1594 -0.52 -0.59 -0.29 0.120
H -0.3782 11.5952 -14.1610 0.02 0.16 -0.16 0.110
H -0.6997 11.5912 -15.9026 -0.52 0.32 0.10 0.112
H 0.1664 9.3908 -14.1825 0.23 -0.53 -0.11 0.132
H 0.6268 9.6488 -15.8806 -0.39 -0.22 -0.01 0.131